The following is a DFT calculation (the ωB97M-V functional and the def2-TZVPD basis) of an isolated molecule of C5H8O2 in a non-equilibrium geometry.

As for the SMILES: C[C@@]12C[C@]1(O)CO2. As for the multiplicity: 1. Its LUMO energy is 0.78 eV. The value obtained for the HOMO energy is -8.1 eV. Its strongest force on any atom is 2.86 eV/A. As for the gap between HOMO and LUMO: 8.8970 eV. Its total energy is -9405.3247 eV.

Geometry (Å):
C: -1.610 -0.274 1.221
C: -0.545 -0.273 0.198
C: -0.458 0.614 -0.924
C: 0.815 0.420 0.170
O: 1.375 1.676 -0.070
C: 1.401 -0.919 -0.242
O: 0.082 -1.501 -0.141
H: -2.527 -0.704 0.811
H: -1.798 0.759 1.527
H: -1.267 -0.850 2.079
H: -0.172 0.320 -1.923
H: -0.959 1.590 -0.848
H: 1.769 1.523 -0.947
H: 1.790 -0.861 -1.269
H: 2.105 -1.520 0.357

The following is a DFT calculation (the ωB97M-V functional and the def2-TZVPD basis) of a cluster of 3 separate species, C14H17BrF5N2O5 in total in a non-equilibrium geometry.

As for the multiplicity: 1. Its LUMO energy is -5.52 eV. The value obtained for the HOMO energy is -12.2 eV. Its strongest force on any atom is 7.74 eV/A. Its net charge is +1. As for the gap between HOMO and LUMO: 6.6514 eV. Its total energy is -111620.5468 eV.

Geometry (Å):
C: 3.005 1.785 -2.090
C: 2.653 3.385 -1.935
O: 1.330 3.757 -2.533
C: 0.372 3.340 -1.456
N: -0.241 1.983 -1.748
F: -0.017 1.206 -2.856
C: -1.111 1.753 -0.532
C: -2.003 0.397 -0.264
F: -1.443 -0.703 -1.121
F: -3.444 0.633 -0.516
F: -1.711 -0.009 1.160
C: -0.981 3.072 0.455
Br: -1.837 3.439 2.249
N: -0.027 4.062 -0.187
F: 0.419 5.284 0.225
H: 2.250 1.187 -1.390
H: 4.084 1.494 -1.710
H: 2.789 1.422 -3.195
H: 3.536 4.054 -2.320
H: 2.523 3.583 -0.772
O: -4.374 0.729 5.010
C: -4.747 -0.276 4.427
O: -5.283 -1.370 5.044
C: -5.503 -2.393 4.074
C: -5.581 -1.677 2.751
C: -4.646 -0.511 2.951
H: -4.667 -3.099 4.115
H: -6.429 -2.927 4.305
H: -5.315 -2.312 1.902
H: -6.601 -1.306 2.590
H: -3.614 -0.770 2.700
H: -4.973 0.366 2.388
O: 5.512 -0.135 -1.898
C: 5.003 -1.233 -1.743
O: 5.028 -1.935 -0.573
C: 4.436 -3.216 -0.783
C: 3.560 -3.055 -1.998
C: 4.305 -2.024 -2.808
H: 5.235 -3.949 -0.940
H: 3.859 -3.505 0.100
H: 3.391 -3.993 -2.534
H: 2.584 -2.654 -1.701
H: 5.053 -2.482 -3.461
H: 3.622 -1.395 -3.383

The following is a DFT calculation (the ωB97M-V functional and the def2-TZVPD basis) of a structure of composition C32H26Cl8MoN2O5S2Si.

As for the multiplicity: 3. Its LUMO energy (alpha / beta) is -1.94 / -1.93 eV. As for the expectation value of S²: 2.074. The value obtained for the HOMO energy (alpha / beta) is -7.8 / -8.6 eV. Its strongest force on any atom is 0.86 eV/A. As for the gap between HOMO and LUMO (alpha / beta): 5.8436 / 6.6449 eV. Its total energy is -178413.5420 eV.

Geometry (Å):
Mo: -0.149 0.087 -0.376
O: 1.433 2.015 2.595
C: 0.401 1.731 2.050
O: 0.144 0.524 1.548
C: -0.752 2.716 1.925
C: -2.110 2.015 1.778
C: -3.244 3.019 1.993
C: -3.203 3.821 0.668
C: -2.031 3.152 -0.048
O: -2.164 1.776 0.353
C: -0.697 3.555 0.608
C: 0.436 3.217 -0.348
O: 1.119 4.062 -0.865
O: 0.556 1.931 -0.621
H: -0.701 3.366 2.797
H: -2.201 1.070 2.307
H: -3.070 3.637 2.873
H: -4.195 2.505 2.121
H: -3.040 4.888 0.809
H: -4.122 3.686 0.098
H: -2.035 3.217 -1.134
H: -0.649 4.624 0.805
S: -2.137 -1.197 -0.395
C: -2.989 -0.934 -1.852
N: -4.197 -1.510 -2.024
C: -5.003 -1.123 -3.172
C: -4.114 -0.972 -4.380
N: -3.042 -0.035 -4.077
C: -2.721 0.958 -5.095
C: -3.821 1.989 -5.195
C: -4.472 2.228 -6.397
C: -5.484 3.177 -6.471
C: -5.852 3.888 -5.341
C: -5.206 3.651 -4.134
C: -4.196 2.708 -4.062
C: -2.440 -0.087 -2.878
S: -1.034 0.805 -2.555
C: -4.700 -2.614 -1.204
C: -4.530 -3.924 -1.934
C: -5.621 -4.609 -2.451
C: -5.437 -5.793 -3.154
C: -4.159 -6.292 -3.346
C: -3.062 -5.614 -2.824
C: -3.247 -4.437 -2.119
H: -5.516 -0.179 -2.960
H: -5.749 -1.898 -3.345
H: -4.681 -0.585 -5.225
H: -3.685 -1.942 -4.653
H: -2.581 0.447 -6.050
H: -1.775 1.427 -4.832
H: -4.184 1.673 -7.282
H: -5.984 3.358 -7.414
H: -6.640 4.628 -5.398
H: -5.486 4.210 -3.251
H: -3.687 2.528 -3.120
H: -5.751 -2.419 -0.983
H: -4.159 -2.626 -0.261
H: -6.622 -4.221 -2.296
H: -6.292 -6.323 -3.551
H: -4.014 -7.214 -3.894
H: -2.064 -6.007 -2.959
H: -2.392 -3.922 -1.693
Cl: -0.234 -2.515 -2.943
C: 1.306 -1.847 -2.504
C: 1.425 -0.899 -1.477
C: 2.739 -0.525 -1.154
Cl: 3.021 0.548 0.163
C: 3.854 -1.013 -1.834
Cl: 5.436 -0.506 -1.397
C: 3.687 -1.930 -2.864
Cl: 5.050 -2.554 -3.702
C: 2.405 -2.358 -3.192
Cl: 2.203 -3.529 -4.438
Cl: 0.125 -3.844 0.062
Si: 0.270 -2.012 1.037
Cl: -1.116 -2.141 2.573
Cl: 2.103 -2.091 1.941

The following is a DFT calculation (the ωB97M-V functional and the def2-TZVPD basis) of a structure of composition C14H13AuNO3Se.

As for the multiplicity: 1. Its LUMO energy is 2.85 eV. The value obtained for the HOMO energy is -4.4 eV. Its strongest force on any atom is 0.24 eV/A. Its net charge is -1. As for the gap between HOMO and LUMO: 7.2331 eV. Its total energy is -91400.6932 eV.

Geometry (Å):
Au: 0.231 1.096 -2.038
Se: 1.519 -0.468 -3.333
C: 3.217 -0.497 -2.455
C: 3.588 0.388 -1.441
C: 4.853 0.324 -0.875
C: 5.777 -0.619 -1.303
C: 5.413 -1.508 -2.305
C: 4.149 -1.450 -2.871
H: 2.876 1.127 -1.096
H: 5.114 1.023 -0.089
H: 6.764 -0.662 -0.860
H: 6.115 -2.259 -2.647
H: 3.875 -2.156 -3.645
C: -0.759 -2.432 -1.166
C: 0.401 -2.078 -0.268
O: 0.293 -1.218 0.577
C: 1.698 -2.808 -0.442
C: 2.770 -2.451 0.371
C: 3.984 -3.104 0.258
C: 4.139 -4.121 -0.675
C: 3.080 -4.476 -1.497
C: 1.863 -3.819 -1.382
H: -1.590 -1.772 -0.929
H: -1.053 -3.473 -1.019
H: -0.471 -2.292 -2.209
H: 2.628 -1.646 1.079
H: 4.817 -2.807 0.880
H: 5.093 -4.625 -0.772
H: 3.202 -5.258 -2.235
H: 1.046 -4.089 -2.037
O: -2.831 2.872 -0.197
N: -2.158 2.071 -0.795
O: -0.934 2.475 -1.000

Which of these has the highest multiplicity?
C32H26Cl8MoN2O5S2Si